Density functional theory data (ωB97M-V with the def2-TZVPD basis set) for one molecule with the formula C4H8N2O3S2 at a distorted geometry.

XYZ file:
```
19
Properties=species:S:1:pos:R:3:lowdin_charge:R:1
S 0.520 -0.184 1.692 0.615
S -2.035 1.176 -0.884 0.648
O 1.134 -1.342 1.125 -0.305
O 1.204 0.601 2.661 -0.312
O -2.282 -1.408 -1.557 -0.025
N 0.759 0.241 -0.868 -0.243
N -0.187 -0.666 -1.301 0.009
C -1.083 -0.618 2.408 -0.147
C -1.581 -0.451 -1.253 -0.978
C 0.544 0.951 0.240 -0.085
C 1.440 0.863 -2.030 0.010
H 1.013 1.811 -2.355 0.101
H -1.836 0.187 2.532 0.073
H -0.934 -1.327 3.381 0.138
H 0.095 -1.685 -1.329 0.189
H -1.489 -1.377 1.701 0.058
H 0.757 1.961 0.445 0.101
H 2.435 1.071 -1.777 0.075
H 1.525 0.198 -2.829 0.079
```

Output
Total charge: 0
Relative energy (zero: lowest compared OMol25 entry of this formula, charge and spin) (kJ/mol): 204.1
Gap between HOMO and LUMO (spin up / spin down) (hartree): 0.249 / 0.249
HOMO energy (spin up / spin down) (eV): -8.71 / -8.71

***

Density functional theory data (ωB97M-V with the def2-TZVPD basis set) for C38H48BN8OSSn as an isolated structure.

XYZ file:
```
98
Properties=species:S:1:pos:R:3:lowdin_charge:R:1
Sn -0.362 0.434 0.194 1.481
S 1.957 2.873 -0.006 0.903
O 0.301 1.494 2.111 -0.446
N 0.054 -1.479 -1.543 0.005
N -2.162 -1.226 0.400 0.013
N -2.276 1.300 -1.030 -0.014
N -2.628 0.545 -2.107 0.033
N -2.727 -1.595 -0.785 0.033
N 9.759 -2.786 1.118 0.155
N 1.003 2.575 2.525 -0.208
N -0.893 -1.356 -2.510 0.019
C 2.007 5.024 3.393 -0.109
C -4.017 0.741 -4.186 -0.011
C -0.400 -1.775 -3.695 -0.264
C -3.684 -2.813 0.782 0.029
C 5.747 -0.193 1.743 -0.015
C -2.397 -1.876 2.823 -0.548
C -1.178 -1.771 -4.968 -0.016
C 5.495 0.420 0.511 -0.237
C 7.476 -0.612 -0.394 -0.023
C -1.931 -3.260 3.296 -0.039
C -3.575 2.520 -2.366 0.037
C -3.342 2.983 1.204 -0.031
C 8.850 -2.095 0.991 -0.186
C -3.660 -1.470 3.595 -0.037
C -1.300 -0.861 3.097 -0.089
C -4.453 -3.189 -1.654 -0.019
C 0.903 -2.177 -3.488 0.030
C -3.593 4.776 -0.520 -0.058
C 1.141 -1.979 -2.117 -0.256
C 4.330 1.228 0.338 -0.048
C 3.615 -1.810 -2.033 -0.040
C 0.900 2.932 3.835 -0.061
C -3.648 -2.554 -0.570 -0.257
C -2.848 2.497 -1.172 -0.239
C 1.611 3.442 1.604 -0.546
C 6.847 -1.013 1.902 -0.021
C 2.373 -2.374 -1.339 -0.543
C -1.322 3.987 0.139 -0.057
C 3.347 1.915 0.199 -0.362
C 6.378 0.210 -0.551 -0.027
C 7.712 -1.232 0.831 -0.233
C -2.769 3.559 -0.100 -0.542
C -3.417 1.264 -2.924 -0.255
C 2.317 -1.860 0.099 -0.069
C 1.384 4.109 4.301 -0.089
C 2.447 -3.908 -1.320 -0.039
C 2.119 4.655 2.079 -0.117
C -2.734 -1.958 1.355 -0.241
B -2.349 -0.981 -2.152 -0.527
H 7.042 -1.491 2.853 0.121
H 4.518 -2.071 -1.476 0.082
H -4.008 -0.486 3.275 0.089
H -1.356 -0.754 -5.321 0.077
H -3.210 5.212 -1.445 0.089
H -2.764 2.117 1.535 0.060
H 3.205 -2.192 0.641 0.090
H 2.319 -0.768 0.133 0.034
H -4.642 4.515 -0.668 0.086
H 3.714 -2.206 -3.046 0.081
H -3.253 0.510 -4.929 0.072
H -0.365 -1.126 2.596 0.059
H 3.556 -0.722 -2.098 0.087
H -4.681 1.495 -4.605 0.083
H 2.505 -4.309 -2.333 0.082
H -4.592 -0.167 -4.011 0.077
H -3.305 3.735 1.995 0.092
H 2.605 5.301 1.359 0.104
H -4.164 3.326 -2.767 0.110
H -4.314 -3.529 1.282 0.114
H -1.282 4.813 0.852 0.100
H -3.541 5.539 0.258 0.087
H 1.433 -2.240 0.615 0.074
H 1.573 -2.582 -4.228 0.112
H -1.587 0.149 2.802 0.048
H -2.146 -2.257 -4.849 0.076
H 2.382 5.978 3.734 0.090
H -3.447 -1.429 4.665 0.087
H -3.814 -3.674 -2.392 0.085
H 1.297 4.329 5.355 0.094
H 6.188 0.691 -1.501 0.122
H -1.035 -3.571 2.757 0.089
H -5.067 -2.455 -2.177 0.081
H -1.700 -3.233 4.363 0.087
H 3.334 -4.235 -0.771 0.086
H -0.617 -2.299 -5.737 0.082
H -4.468 -2.185 3.435 0.081
H 8.155 -0.781 -1.219 0.121
H -5.110 -3.940 -1.220 0.081
H -2.702 -4.015 3.134 0.080
H -4.378 2.668 1.070 0.093
H 1.565 -4.330 -0.836 0.090
H 0.404 2.194 4.450 0.123
H 5.067 -0.022 2.565 0.123
H -1.081 -0.823 4.167 0.099
H -3.064 -1.443 -2.990 0.104
H -0.837 4.306 -0.788 0.097
H -0.740 3.177 0.578 -0.001
```

Output
Total charge: 0
Gap between HOMO and LUMO (spin up / spin down) (hartree): 0.187 / 0.297
Spin multiplicity: 2
HOMO energy (spin up / spin down) (eV): -5.10 / -8.07

***

Density functional theory data (ωB97M-V with the def2-TZVPD basis set) for one molecule with the formula H3INP at a distorted geometry.

XYZ file:
```
6
Properties=species:S:1:pos:R:3:lowdin_charge:R:1
I -2.929 0.297 0.118 -0.223
P -0.186 -1.041 -0.142 0.635
N 0.912 0.156 0.305 -0.349
H 1.079 1.063 -0.126 0.050
H 0.944 0.350 1.303 0.027
H 0.180 -0.825 -1.459 -0.140
```

Output
Total charge: 0
Relative energy (zero: lowest compared OMol25 entry of this formula, charge and spin) (kJ/mol): 53.1
Gap between HOMO and LUMO (spin up / spin down) (hartree): 0.274 / 0.274
HOMO energy (spin up / spin down) (eV): -8.79 / -8.79
SMILES string: NPI

***

Density functional theory data (ωB97M-V with the def2-TZVPD basis set) for C6H14BiClI2NO3P as an isolated structure at a distorted geometry.

XYZ file:
```
29
Properties=species:S:1:pos:R:3:lowdin_charge:R:1
Bi 0.076 -1.295 0.322 1.520
I 5.309 0.971 -1.566 0.116
I 4.710 -1.692 -1.433 0.027
Cl -2.017 0.111 0.450 0.079
P -0.662 -0.328 -2.355 0.649
O 0.869 -0.188 2.496 -0.187
O -0.750 -1.741 2.749 -0.114
O 2.159 1.363 -0.286 0.087
N 0.505 0.993 4.754 0.196
C -0.026 -0.808 3.187 -0.677
C 1.163 0.797 -0.178 -0.184
C -0.201 -0.328 4.618 -0.016
C -1.934 -1.430 -3.061 -0.257
C -1.529 1.290 -2.315 -0.291
C 0.555 -0.079 -3.707 -0.240
H 1.488 0.799 4.967 0.179
H 0.008 -0.018 -4.668 0.073
H -2.315 -0.988 -4.001 0.073
H 1.265 -0.919 -3.729 0.050
H -2.755 -1.537 -2.343 0.049
H -1.256 -0.179 4.830 0.153
H -1.519 -2.423 -3.273 0.058
H 0.491 1.502 3.857 0.168
H 1.100 0.860 -3.516 0.054
H -0.801 2.096 -2.191 0.053
H 0.279 -1.013 5.329 0.162
H -2.197 1.329 -1.440 -0.045
H 0.163 1.580 5.531 0.192
H -2.117 1.433 -3.227 0.072
```

Output
Total charge: +2
Gap between HOMO and LUMO (hartree): 0.207
HOMO energy (eV): -14.22

***

Density functional theory data (ωB97M-V with the def2-TZVPD basis set) for C6H15ClF2N4O8S2Ti as an isolated structure at a distorted geometry.

XYZ file:
```
39
Properties=species:S:1:pos:R:3:lowdin_charge:R:1
Ti 0.131 1.475 -0.872 0.776
Cl -1.445 0.426 -2.881 -0.161
S 2.692 1.103 0.997 0.433
S 3.266 0.009 -1.023 0.495
F 2.584 0.043 -2.515 -0.293
F 1.988 2.473 1.519 -0.235
O -0.735 -4.795 3.602 0.042
O 1.983 0.135 1.781 -0.293
O 0.232 -2.922 3.945 0.095
O -0.906 1.783 1.093 -0.429
O 4.114 1.348 1.283 -0.325
O -0.329 3.898 -1.443 -0.419
O 4.631 0.148 -1.523 -0.357
O 2.782 -1.330 -0.643 -0.372
N -0.406 -3.672 3.240 -0.353
N 2.308 1.341 -0.479 -0.502
N -3.083 1.026 -0.223 0.212
N 2.034 3.378 -2.197 0.198
C -1.825 -4.052 1.256 -0.003
C -1.782 -2.462 -0.548 -0.084
C -0.953 -3.202 1.961 -0.127
C -0.918 -1.628 0.139 -0.083
C -0.475 -2.034 1.378 0.026
C -2.305 -3.627 0.009 -0.069
H 1.922 3.203 -3.188 0.129
H -2.130 -2.103 -1.512 0.075
H 2.396 2.594 -1.618 0.034
H -3.170 -4.120 -0.408 0.098
H -2.233 1.117 0.397 0.023
H 0.128 -1.321 1.930 0.107
H 2.583 4.192 -1.927 0.132
H -3.442 1.971 -0.343 0.131
H -0.837 1.840 2.040 -0.033
H -2.143 -4.986 1.694 0.107
H -3.786 0.326 -0.025 0.126
H -2.643 0.780 -1.140 -0.059
H 1.077 3.707 -1.808 -0.013
H -0.502 -0.776 -0.380 0.036
H -0.802 4.714 -1.567 -0.066
```

Output
Total charge: -1
Gap between HOMO and LUMO (spin up / spin down) (hartree): 0.142 / 0.306
Spin multiplicity: 4
HOMO energy (spin up / spin down) (eV): -2.01 / -6.47

***

Density functional theory data (ωB97M-V with the def2-TZVPD basis set) for C4H4O5Sc as an isolated structure at a distorted geometry.

XYZ file:
```
14
Properties=species:S:1:pos:R:3:lowdin_charge:R:1
Sc -1.322 0.039 -0.014 1.697
O 2.966 0.999 -0.116 0.085
O 3.932 -0.933 0.488 0.181
O -3.032 1.237 0.448 -0.116
O -3.263 -0.773 -0.297 -0.078
O 1.727 -0.805 0.081 0.017
C 0.837 0.185 -0.554 -0.275
C 2.953 -0.305 0.167 -0.599
C -3.765 0.185 0.351 -0.382
C 1.595 1.458 -0.227 -0.150
H 1.332 1.911 0.739 0.132
H 1.536 2.217 -1.016 0.141
H 0.948 -0.002 -1.637 0.116
H -4.630 0.894 -0.028 0.230
```

Output
Total charge: +1
Relative energy (zero: lowest compared OMol25 entry of this formula, charge and spin) (kJ/mol): 262.2
Gap between HOMO and LUMO (hartree): 0.243
HOMO energy (eV): -13.79

***

- The highest total charge belongs to which entry?
  C6H14BiClI2NO3P

***

- Which value of total charge does entry 5 give?
  -1